Entry 1:
Here is one molecule with the formula C3H6N2O from OMol25. Energies are from ωB97M-V/def2-TZVPD.

Calculated values
**ΔE to the lowest compared entry with this formula, charge and spin**: 474.5 kJ/mol
**Frontier orbital gap**: 0.3164 Eh

CARTESIAN COORDINATES (ANGSTROEM)
H1 -0.00697 2.33408 0.43492
N1 -1.53420 0.69079 -1.40351
O1 -0.13274 0.20668 2.11755
C1 0.37862 -1.15523 -0.11696
H2 1.65917 0.17452 1.10673
C2 0.56061 0.24233 1.11301
H3 -0.33013 -1.42552 -0.90721
H4 -1.87920 -0.10547 -1.91306
C3 -0.57614 0.78164 -0.67231
H5 1.38670 -1.27160 -0.52709
N2 0.25311 1.41366 0.08736
H6 0.22118 -1.88588 0.68057


Entry 2:
Here is one molecule with the formula C4H7FOS from OMol25. Energies are from ωB97M-V/def2-TZVPD.

Calculated values
**ΔE to the lowest compared entry with this formula, charge and spin**: 228.2 kJ/mol
**Frontier orbital gap**: 0.3417 Eh

CARTESIAN COORDINATES (ANGSTROEM)
H1 -1.63551 1.36745 0.51221
H2 0.64491 1.86509 -1.14601
H3 -0.38967 -1.92544 -0.15992
F1 2.56254 0.49387 1.29867
C1 -0.30115 0.19452 -0.17054
S1 2.44039 0.41739 -0.41147
C2 0.73210 0.87202 -0.72731
H4 -1.97628 0.94995 -1.29408
O1 2.40508 -1.25532 -0.56861
H5 -0.91013 -0.98369 1.31581
C3 -1.67549 0.58675 -0.33739
H6 0.68683 -1.35809 1.11151
C4 -0.17577 -1.10717 0.53761
H7 -2.40784 -0.11732 0.03952


Entry 3:
Here is a 2-piece molecular cluster, C4H11NS overall from OMol25. Energies are from ωB97M-V/def2-TZVPD.

Calculated values
**ΔE to the lowest compared entry with this formula, charge and spin**: 214.3 kJ/mol
**Frontier orbital gap (alpha / beta)**: 0.0753 / 0.2937 Eh
**Multiplicity**: 2
**Charge**: -1

CARTESIAN COORDINATES (ANGSTROEM)
C1 -0.65748 -0.68222 3.24444
C2 2.12680 0.32170 -1.74358
H1 2.59883 -0.51771 -2.24126
H2 -0.19261 -0.82807 4.20655
H3 -2.07317 0.47526 2.12185
H4 2.02476 0.12907 -0.67929
N1 -0.52667 -1.75238 2.37990
H5 -0.97668 -0.27963 -0.82535
H6 -0.26205 -2.66969 2.68255
H7 -0.55703 1.52911 -0.64698
H8 2.64599 1.27575 -1.80817
H9 -1.59965 0.92313 -1.92447
S1 0.51512 0.52737 -2.60193
C3 -0.73686 0.67641 -1.29680
H10 -1.30190 1.25224 3.60035
H11 -1.22258 -1.80014 1.64387
C4 -1.33429 0.42674 2.89885


What is the formula in the first record? C3H6N2O


Which of these has the lowest ΔE to the lowest compared entry with this formula, charge and spin? C4H11NS


Among the records above, which one has the highest ΔE to the lowest compared entry with this formula, charge and spin? C3H6N2O


Which of these has the lowest ΔE to the lowest compared entry with this formula, charge and spin? C4H11NS